Here is a molecular structure, C4H6B4CaF16O3 at a distorted geometry from OMol25. Energies are from the ωB97M-V functional and the def2-TZVPD basis.

```
34
C4H6B4CaF16O3 | OMol25 | the ωB97M-V functional and the def2-TZVPD basis
Ca -1.754 -1.743 -1.416
F -0.837 -2.292 -5.375
F -0.445 -2.931 2.957
F 1.726 -2.509 3.267
F 0.984 -1.959 -4.244
F 1.096 -5.699 -0.383
F 0.598 -1.330 1.926
F -5.385 -2.312 0.026
F 0.311 -7.566 -1.450
F -0.438 -7.051 0.545
F -5.388 -0.536 -1.290
F -4.438 -0.412 0.687
F 0.988 -3.581 -5.787
F -6.779 -0.557 0.603
F -0.915 -5.668 -1.249
F 0.896 -1.465 -6.466
F 0.225 -1.133 4.180
O 1.848 4.692 -0.628
O 0.534 4.256 1.113
O 0.005 3.339 -0.921
C 0.682 4.066 -0.221
C 1.562 5.051 1.626
C 2.283 4.338 2.831
C 2.517 5.219 0.440
B -5.560 -0.960 0.021
B -0.012 -6.508 -0.668
B 0.571 -2.351 -5.506
B 0.500 -1.926 3.125
H 3.142 4.976 3.040
H 1.031 5.940 1.965
H 3.475 4.703 0.500
H 1.617 4.292 3.692
H 2.621 3.330 2.589
H 2.740 6.285 0.471
```

Output
Net charge: -2
Molecular weight in g/mol: 489.38
E in a.u.: -2757.59321
HOMO in eV: -5.8696